Entry 1:
This record from OMol25 describes one molecule with the formula C7H16N2O2. The level of theory is ωB97M-V/def2-TZVPD.

Summary:
HOMO energy   -0.3264 hartree
SMILES   CC1(C)CO[C@@](C)(CN)N1O
Energy relative to the best compared isomer or geometry (same formula, charge and spin)   3.986 eV
Electronic energy   -536.17368 hartree
Spin multiplicity   1

CARTESIAN COORDINATES (ANGSTROEM)
C -1.44 -0.54 -0.83
C 0.00 -1.00 -0.79
C -0.37 1.07 0.38
C 0.07 -2.51 -0.68
C 0.70 -0.64 -2.16
C 0.39 2.32 0.13
C -1.11 1.17 1.73
N 0.51 -0.29 0.28
N -0.18 1.28 2.91
O 1.86 0.02 0.18
O -1.35 0.88 -0.65
H -2.01 -0.86 -1.73
H -1.87 -0.97 0.16
H -0.37 -2.85 -1.54
H -0.29 -2.75 0.29
H 1.05 -2.77 -0.66
H 1.70 -1.19 -2.12
H 0.87 0.35 -2.34
H 0.06 -1.08 -2.89
H -0.25 3.22 0.42
H 0.62 2.75 -0.93
H 1.25 2.27 0.71
H -1.77 0.34 1.74
H -1.65 2.07 1.59
H 2.33 -0.52 0.91
H 0.02 0.35 3.13
H 0.47 1.82 2.51

Atomic partial charges in e from the natural (NBO) method, atoms 1 to 5:
1 C -0.0650
2 C 0.0733
3 C 0.4001
4 C -0.6048
5 C -0.6163

Entry 2:
This record from OMol25 describes C7H16N2O2S as an isolated structure. The level of theory is ωB97M-V/def2-TZVPD.

Summary:
HOMO energy   -0.3558 hartree
Energy relative to the best compared isomer or geometry (same formula, charge and spin)   3.570 eV
Electronic energy   -934.33982 hartree
Spin multiplicity   1

CARTESIAN COORDINATES (ANGSTROEM)
C 0.08 -0.81 -0.50
C -1.29 -0.89 0.17
C -0.81 0.37 -0.46
C -2.24 -1.71 -0.61
C -1.36 -0.98 1.76
C -0.32 1.58 0.30
C -1.28 0.89 -1.85
N 3.37 1.03 1.28
N 1.72 -0.66 0.58
O 3.98 -0.43 -0.59
O 2.14 1.23 -0.94
S 2.86 0.30 -0.13
H 0.42 -1.31 -1.36
H -1.90 -1.94 -1.64
H -3.30 -1.13 -0.61
H -2.54 -2.61 -0.09
H -1.42 -2.07 2.10
H -2.25 -0.42 1.97
H -0.37 -0.41 2.23
H 0.07 1.50 1.21
H -1.03 2.45 0.22
H 0.63 1.74 -0.20
H -0.64 1.71 -2.15
H -2.28 1.38 -1.77
H -1.28 0.07 -2.63
H 4.33 1.13 1.42
H 2.75 1.58 1.86
H 1.95 -1.59 0.43

Atomic partial charges in e from the natural (NBO) method, atoms 1 to 5:
1 C 0.0617
2 C -0.0743
3 C -0.0924
4 C -0.6082
5 C -0.6046

Entry 3:
This record from OMol25 describes a 2-piece molecular cluster, C7H16N2O3 overall. The level of theory is ωB97M-V/def2-TZVPD.

Summary:
HOMO energy   -0.3247 hartree
SMILES   C=C(CN)CO.CCO/C=N/O
Energy relative to the best compared isomer or geometry (same formula, charge and spin)   2.848 eV
Electronic energy   -611.42911 hartree
Spin multiplicity   1

CARTESIAN COORDINATES (ANGSTROEM)
C 3.36 -2.00 -1.91
C 3.03 -2.68 -0.60
C 2.49 -0.88 0.84
C -1.74 2.24 0.20
C -2.48 0.98 0.57
C -3.02 0.79 1.78
C -2.60 -0.04 -0.52
H 2.75 -1.11 -2.06
H 3.18 -2.70 -2.74
H 4.42 -1.71 -1.93
H 1.97 -2.95 -0.56
H 3.63 -3.59 -0.46
H 2.80 -0.32 1.71
H 1.07 0.75 1.47
H -2.84 3.67 1.17
H -1.27 4.08 0.95
H -0.67 2.01 0.11
H -2.07 2.53 -0.82
H -2.96 1.55 2.55
H -3.54 -0.13 2.03
H -3.29 0.34 -1.29
H -3.04 -0.97 -0.12
H -1.40 -0.80 -1.85
N 1.43 -0.64 0.18
N -1.89 3.30 1.19
O 3.35 -1.86 0.53
O 0.64 0.40 0.65
O -1.30 -0.26 -1.06

Atomic partial charges in e from the natural (NBO) method, atoms 1 to 5:
1 C -0.6403
2 C -0.0748
3 C 0.3216
4 C -0.2702
5 C 0.0058

Entry 4:
This record from OMol25 describes one molecule with the formula C7H16N2OS. The level of theory is ωB97M-V/def2-TZVPD.

Summary:
HOMO energy (spin up / spin down)   -0.2241 / -0.2241 hartree
SMILES   CCC=[S@@](C)(N)=C/C=C/ON
Energy relative to the best compared isomer or geometry (same formula, charge and spin)   8.193 eV
Electronic energy   -858.89124 hartree
Spin multiplicity   1

CARTESIAN COORDINATES (ANGSTROEM)
C 2.14 -0.06 0.09
C 3.35 -0.36 0.50
C 0.97 -0.74 0.36
C -1.96 -1.20 0.54
C -4.05 0.32 0.75
C -0.78 0.06 -1.89
C -3.31 -0.87 0.06
N 5.58 -0.10 -0.04
N -0.03 1.74 0.04
O 4.37 0.49 0.27
S -0.52 0.01 -0.02
H 1.96 0.93 -0.36
H 3.64 -1.35 0.87
H 0.85 -1.52 1.13
H -2.00 -1.60 1.59
H -3.66 1.26 0.37
H -3.79 0.36 1.92
H -5.14 0.31 0.56
H -1.23 0.91 -2.12
H 0.20 -0.05 -2.36
H -1.36 -0.86 -2.20
H -4.09 -1.61 0.19
H -3.19 -0.57 -1.08
H 5.96 0.50 -0.83
H 6.24 -0.34 0.69
H -0.81 2.32 0.27
H 0.67 2.04 0.69

Atomic partial charges in e from the natural (NBO) method, atoms 1 to 5:
1 C -0.3150
2 C 0.0650
3 C -0.7110
4 C -0.4573
5 C -0.6021

Entry 5:
This record from OMol25 describes C7H16N4S2 as an isolated structure. The level of theory is ωB97M-V/def2-TZVPD.

Summary:
HOMO energy (spin up / spin down)   -0.2819 / -0.2819 hartree
Energy relative to the best compared isomer or geometry (same formula, charge and spin)   6.690 eV
Electronic energy   -1291.49448 hartree
Spin multiplicity   1

CARTESIAN COORDINATES (ANGSTROEM)
C -1.77 0.34 -0.50
C -1.33 2.75 0.37
C -2.00 1.86 -0.67
C 3.49 -0.93 0.05
C 2.17 -1.73 0.46
C 1.10 -1.85 -0.66
C -0.28 -2.16 -0.03
N 0.45 1.11 0.55
N -1.12 0.04 0.74
N 0.11 2.30 0.54
N -0.80 -1.21 0.96
S 1.29 3.35 0.21
S -3.76 2.13 -1.10
H -2.76 -0.12 -0.44
H -1.20 0.14 -1.43
H -1.48 3.72 0.22
H -1.79 2.39 1.38
H -1.54 2.12 -1.64
H 4.19 -0.94 0.91
H 3.87 -1.39 -0.85
H 3.02 0.05 -0.07
H 2.26 -2.76 0.84
H 1.80 -1.14 1.21
H 0.99 -0.96 -1.34
H 1.30 -2.57 -1.41
H -0.27 -3.09 0.57
H -1.03 -2.11 -0.86
H -0.60 -1.28 1.97
H -4.31 1.93 0.03

Atomic partial charges in e from the natural (NBO) method, atoms 1 to 5:
1 C -0.2871
2 C -0.2414
3 C -0.3249
4 C -0.6091
5 C -0.3888

Entry 6:
This record from OMol25 describes C7H16NOPReS as an isolated structure. The level of theory is ωB97M-V/def2-TZVPD.

Summary:
HOMO energy (spin up / spin down)   -0.6338 / -0.6322 hartree
Electronic energy   -1223.35791 hartree
Spin multiplicity   4
Charge   +2

CARTESIAN COORDINATES (ANGSTROEM)
Re -0.41 -0.06 -0.38
H 0.44 -0.99 -2.18
H 0.88 -0.59 -1.64
P 1.21 0.31 1.10
C 1.69 2.08 1.38
H 2.58 2.22 2.02
H 1.88 2.58 0.43
H 0.86 2.63 1.83
C 1.35 -0.22 2.88
H 1.28 -1.31 2.98
H 2.30 0.09 3.36
H 0.54 0.18 3.49
C 2.84 -0.32 0.50
H 3.04 0.08 -0.50
H 3.68 -0.05 1.15
H 2.80 -1.41 0.41
C -0.42 1.89 -0.73
O -0.34 3.07 -0.84
H -0.06 -1.67 0.09
H -1.35 0.05 0.98
S -4.54 -1.57 -1.60
C -3.71 -1.06 -3.04
C -2.38 -0.77 -2.74
N -2.11 -0.77 -1.33
C -3.14 -1.37 -0.63
H -4.18 -1.00 -4.04
H -1.61 -0.44 -3.42
H -3.13 -1.57 0.45

Atomic partial charges in e from the natural (NBO) method, atoms 1 to 5:
1 Re 0.7226
2 H 0.1994
3 H -0.0424
4 P 1.0166
5 C -0.9323